Entry 1:
# C6H14NO

The molecule C6H14NO (the ωB97M-V functional and the def2-TZVPD basis, the OMol25 dataset).

Results
Expectation value of S²: 0.75
Total charge: 0
Spin multiplicity: 2

CARTESIAN COORDINATES (ANGSTROEM)
C1 0.54 -0.98 0.32
N1 -0.04 0.21 -0.54
C2 -1.26 0.83 0.06
C3 -1.35 2.33 -0.07
C4 -0.25 3.08 0.71
O1 0.88 2.70 0.08
C5 0.40 -2.12 -0.66
C6 1.25 -3.29 -0.30
H1 1.61 -0.79 0.57
H2 0.09 -0.95 1.33
H3 0.77 0.84 -0.46
H4 -2.14 0.51 -0.48
H5 -1.50 0.47 1.14
H6 -1.03 2.50 -1.03
H7 -2.33 2.60 0.23
H8 -0.52 4.18 0.46
H9 -0.20 2.84 1.82
H10 -0.61 -2.30 -0.84
H11 0.78 -1.74 -1.63
H12 2.45 -3.05 -0.36
H13 1.24 -4.05 -1.03
H14 1.22 -3.81 0.69



Entry 2:
# C10H18FN3O2P

A cluster of 3 separate species, C10H18FN3O2P in total (the ωB97M-V functional and the def2-TZVPD basis, the OMol25 dataset).

Results
Total charge: +1

CARTESIAN COORDINATES (ANGSTROEM)
O1 4.23 -2.42 -0.32
C1 3.06 -2.05 -0.61
F1 2.90 -0.69 -1.03
N1 1.98 -3.04 -0.54
C2 0.86 -2.74 -1.45
O2 0.91 -2.85 -2.71
P1 -0.81 -2.19 -0.70
H1 1.64 -3.21 0.42
H2 -0.72 -1.01 0.11
H3 -1.67 -1.87 -1.80
H4 -1.31 -3.29 0.08
C3 -1.39 1.49 3.57
C4 -1.64 0.49 4.69
C5 -0.84 -0.80 4.53
C6 -1.21 -1.48 3.24
N2 -1.51 -2.02 2.22
H5 -1.70 1.09 2.60
H6 -1.97 2.40 3.74
H7 -0.34 1.76 3.51
H8 -2.71 0.25 4.73
H9 -1.38 0.95 5.65
H10 -1.04 -1.48 5.36
H11 0.24 -0.59 4.52
C7 1.26 2.99 -3.06
C8 1.02 1.62 -3.69
C9 -0.47 1.30 -3.86
C10 -1.15 1.30 -2.51
N3 -1.68 1.29 -1.45
H12 0.85 3.05 -2.05
H13 2.33 3.18 -2.99
H14 0.81 3.78 -3.66
H15 1.49 0.85 -3.07
H16 1.50 1.58 -4.67
H17 -0.60 0.32 -4.32
H18 -0.95 2.04 -4.50



It is found that the total energy values, taken in the order of the records, are -9982.550 -31223.557 eV.
It is found that the energy relative to the best compared isomer or geometry (same formula, charge and spin) values, taken in the order of the records, are 2.121 1.562 eV.